1.
Below is a cluster of 2 separate species, C4H12NOS in total, with properties calculated with the ωB97M-V functional and the def2-TZVPD basis.

## Properties
Kohn-Sham gap (spin up / spin down)	9.968 / 6.723	eV
total charge	0
calculated total energy	-18713.47238	eV
F_max	0.0428	Eh/bohr
energy relative to the best compared isomer or geometry (same formula, charge and spin)	17.72	kcal/mol
HOMO (spin up / spin down)	-9.17 / -9.16	eV
2S+1	2

Cartesian coordinates (Å):
C  -0.678  2.065  0.791
N  -0.812  0.692  1.245
C  -1.061  -0.295  0.155
C  0.036  -1.338  -0.106
S  1.736  -0.702  0.025
C  -2.310  -1.092  0.607
H  -0.479  2.668  1.679
H  -1.644  2.324  0.361
H  0.122  2.292  0.086
H  0.008  0.250  1.650
H  -1.381  0.132  -0.791
H  -0.018  -1.758  -1.104
H  -0.080  -2.155  0.612
H  -3.172  -0.431  0.673
H  -2.462  -1.985  -0.014
H  -2.101  -1.522  1.594
H  0.962  1.434  -1.406
H  1.511  0.176  -2.041
O  1.145  1.047  -2.272

---

2.
Below is the ion C4H12NOS with charge +1, with properties calculated with the ωB97M-V functional and the def2-TZVPD basis.

## Properties
Kohn-Sham gap	10.187	eV
total charge	+1
calculated total energy	-18708.88052	eV
F_max	0.0306	Eh/bohr
energy relative to the best compared isomer or geometry (same formula, charge and spin)	4.29	kcal/mol
HOMO	-13.20	eV
SMILES	[NH3+][C@H](CO)CCS

Cartesian coordinates (Å):
N  0.533  -1.253  -0.624
C  -0.132  0.096  -0.419
C  0.189  0.917  -1.672
O  -0.157  0.091  -2.754
C  0.304  0.714  0.889
C  -0.381  0.240  2.157
S  -0.557  -1.594  2.262
H  0.697  -1.348  -1.629
H  1.404  -1.354  -0.107
H  -0.088  -2.016  -0.348
H  -1.206  -0.064  -0.440
H  -0.402  1.836  -1.629
H  1.211  1.316  -1.592
H  -0.026  0.578  -3.581
H  0.222  1.768  0.825
H  1.396  0.660  0.974
H  -1.338  0.697  2.340
H  0.220  0.434  3.041
H  -1.890  -1.717  2.305

---

3.
Below is a cluster of 2 separate species, C4H12NOSi in total, with properties calculated with the ωB97M-V functional and the def2-TZVPD basis.

## Properties
Kohn-Sham gap	7.299	eV
total charge	-1
calculated total energy	-15756.61081	eV
F_max	0.0690	Eh/bohr
energy relative to the best compared isomer or geometry (same formula, charge and spin)	52.90	kcal/mol
HOMO	-3.38	eV

Cartesian coordinates (Å):
C  1.056  1.611  0.014
C  0.840  -1.382  0.311
C  -1.810  -0.130  -1.449
C  -0.358  1.586  0.658
N  -2.562  -1.064  -2.469
O  -1.706  -0.912  1.916
Si  -0.766  -0.294  0.891
H  1.119  1.067  -0.879
H  1.347  2.634  -0.218
H  1.805  1.079  0.789
H  1.685  -0.910  -0.148
H  1.225  -2.038  1.096
H  0.455  -2.155  -0.342
H  -2.269  -2.044  -2.477
H  -2.351  0.848  -1.580
H  -0.886  -0.162  -2.126
H  -1.168  1.874  -0.076
H  -0.391  2.245  1.487
H  -2.158  -0.391  -3.216

---

Which value of energy relative to the best compared isomer or geometry (same formula, charge and spin) does entry 3 give? 52.90 kcal/mol

---

Which value of energy relative to the best compared isomer or geometry (same formula, charge and spin) does entry 1 give? 17.72 kcal/mol